# 1
The following is a DFT calculation (ωB97M-V with the def2-TZVPD basis set) of a 8-piece molecular cluster, C21H54BN8O13P overall in a non-equilibrium geometry.

Values from the calculation:
SMILES string   NO[P@@](=O)(O)OB(O)O.CN(C)C=O.CN(C)C=O.CN(C)C=O.CN(C)C=O.CN(C)C=O.CN(C)C=O.CN(C)C=O
E   -71160.919 eV
LUMO   0.2 eV
Frontier orbital gap   9.0 eV
M   668.492 Da

Each line ends with the Löwdin charge.
Atoms and positions in Å:
N1 1.4666 2.6115 -1.7287  -0.002
O1 1.8307 1.3017 -2.0442  -0.254
P1 1.5542 0.2466 -0.7770  0.605
O2 0.0866 -0.1322 -0.6914  -0.283
O3 2.4516 -1.1278 -1.1161  -0.122
O4 2.0039 0.8372 0.7263  0.022
B1 3.3370 1.3386 0.7437  -0.716
O5 3.8265 1.9364 1.9406  0.131
O6 4.2074 1.3026 -0.3906  0.116
H1 1.7979 3.2137 -2.4759  0.097
H2 0.4621 2.7045 -1.5747  0.096
H3 3.4032 -0.8919 -1.0852  0.060
H4 3.7583 2.8999 1.7723  0.060
H5 4.2599 2.2330 -0.6632  0.115
C1 -2.4531 -2.0017 3.6528  -0.345
O7 -2.4836 -2.1754 4.8591  -0.011
N2 -1.8147 -0.9875 3.0282  -0.189
C2 -1.8200 -0.8412 1.5830  -0.052
C3 -1.1005 -0.0130 3.8306  -0.031
H6 -2.9633 -2.6850 2.9553  0.129
H7 -0.7952 -0.8740 1.2179  0.060
H8 -2.2688 0.1212 1.3257  0.088
H9 -2.3928 -1.6398 1.1109  0.084
H10 -0.3308 -0.5236 4.4139  0.097
H11 -1.7995 0.4660 4.5189  0.083
H12 -0.6386 0.7395 3.1939  0.089
C4 -5.3612 0.6202 -0.6126  -0.336
O8 -4.4035 1.2415 -1.0302  -0.007
N3 -5.7542 -0.5995 -1.0492  -0.198
C5 -6.9111 -1.2775 -0.4993  -0.058
C6 -4.9902 -1.2461 -2.1013  -0.037
H13 -6.0062 1.0222 0.1860  0.135
H14 -6.5985 -2.2319 -0.0693  0.090
H15 -7.6352 -1.4588 -1.2969  0.090
H16 -7.3807 -0.6744 0.2772  0.084
H17 -3.9588 -1.3799 -1.7693  0.092
H18 -4.9894 -0.6114 -2.9895  0.094
H19 -5.4247 -2.2143 -2.3442  0.087
C7 4.4958 -3.0651 -2.2020  -0.349
O9 5.2750 -2.5503 -1.4196  0.015
N4 4.8385 -3.8958 -3.2145  -0.195
C8 3.8497 -4.4703 -4.1075  -0.058
C9 6.2388 -4.2204 -3.4105  -0.044
H20 3.4130 -2.8856 -2.1398  0.116
H21 3.8953 -5.5586 -4.0423  0.086
H22 4.0692 -4.1579 -5.1312  0.079
H23 2.8463 -4.1404 -3.8420  0.091
H24 6.6302 -4.6941 -2.5080  0.093
H25 6.8011 -3.3020 -3.5923  0.092
H26 6.3560 -4.8946 -4.2574  0.084
C10 -4.1074 5.8297 -1.2325  -0.354
O10 -3.8797 7.0121 -1.3983  0.004
N5 -4.1264 5.2004 -0.0327  -0.199
C11 -4.4024 3.7820 0.0919  -0.073
C12 -3.8575 5.9680 1.1656  -0.046
H27 -4.3223 5.1553 -2.0768  0.133
H28 -5.2883 3.6437 0.7187  0.092
H29 -3.5461 3.2908 0.5577  0.091
H30 -4.5808 3.3354 -0.8789  0.058
H31 -4.5897 6.7730 1.2567  0.093
H32 -2.8607 6.4073 1.0810  0.080
H33 -3.9048 5.3286 2.0457  0.087
C13 2.5216 5.0557 2.2972  -0.328
O11 3.7224 4.8552 2.3600  0.016
N6 1.9443 6.2493 2.0338  -0.196
C14 0.5056 6.4002 1.9748  -0.058
C15 2.7901 7.4068 1.8031  -0.037
H34 1.7895 4.2477 2.4560  0.142
H35 0.2235 6.7540 0.9804  0.091
H36 0.1863 7.1268 2.7251  0.093
H37 0.0115 5.4482 2.1672  0.084
H38 3.4431 7.2132 0.9499  0.093
H39 3.4115 7.5816 2.6833  0.095
H40 2.1811 8.2870 1.6049  0.088
C16 1.6068 -6.8891 -6.8742  -0.345
O12 1.9506 -6.6260 -5.7401  0.012
N7 2.3777 -6.7329 -7.9791  -0.203
C17 1.8989 -7.0695 -9.3048  -0.061
C18 3.7234 -6.2127 -7.8264  -0.043
H41 0.6054 -7.2896 -7.0991  0.132
H42 2.5446 -7.8375 -9.7369  0.090
H43 1.9251 -6.1772 -9.9346  0.089
H44 0.8773 -7.4458 -9.2634  0.083
H45 4.2945 -6.8736 -7.1710  0.095
H46 3.6783 -5.2228 -7.3678  0.081
H47 4.2154 -6.1445 -8.7951  0.087
C19 -1.4211 0.1543 7.3192  -0.364
O13 -1.3597 1.3695 7.3546  -0.001
N8 -0.5861 -0.6903 7.9726  -0.196
C20 -0.7250 -2.1301 7.8782  -0.058
C21 0.4764 -0.1343 8.7890  -0.048
H48 -2.1892 -0.3697 6.7303  0.117
H49 -0.8976 -2.5412 8.8764  0.086
H50 0.1935 -2.5540 7.4649  0.089
H51 -1.5613 -2.3963 7.2325  0.070
H52 0.0422 0.4959 9.5681  0.090
H53 1.1266 0.4831 8.1656  0.091
H54 1.0590 -0.9322 9.2467  0.084

Atoms 1-2, force components in eV/Å:
N 0.102 1.525 1.202
O 0.179 -2.052 1.225

---

# 2
The following is a DFT calculation (ωB97M-V with the def2-TZVPD basis set) of a 6-piece molecular cluster, C21H54N3O18P3 overall in a non-equilibrium geometry.

Values from the calculation:
SMILES string   CCOP(=O)(OCC)OCC.CCOP(=O)(OCC)OCC.CCOP(=O)(OCC)OCC.C[N+](=O)[O-].C[N+](=O)[O-].C[N+](=O)[O-]
E   -91840.210 eV
LUMO   -0.3 eV
Frontier orbital gap   10.0 eV
M   729.588 Da

Each line ends with the Löwdin charge.
Atoms and positions in Å:
C1 3.7454 7.8417 27.4070  -0.060
C2 4.9606 8.6985 27.7655  -0.285
O1 4.8270 10.0883 27.4765  -0.192
P1 5.9002 11.0782 28.1541  0.409
O2 5.6454 11.2036 29.5843  -0.219
O3 5.6834 12.4388 27.3292  -0.184
C3 4.4110 12.6143 26.7211  -0.266
C4 4.2667 14.0623 26.2443  -0.067
O4 7.3721 10.6039 27.7051  -0.191
C5 8.3490 10.3131 28.7505  -0.248
C6 9.2254 11.5518 29.0729  -0.052
H1 2.8578 8.3449 27.7905  0.079
H2 3.6846 7.7997 26.3196  0.072
H3 3.7263 6.7816 27.6599  0.078
H4 5.2885 8.5404 28.7929  0.111
H5 5.8509 8.3214 27.2621  0.111
H6 4.5433 11.9735 25.8494  0.116
H7 3.6712 12.2723 27.4450  0.120
H8 4.0201 14.7732 27.0330  0.072
H9 5.0905 14.4327 25.6342  0.079
H10 3.3908 14.3009 25.6410  0.071
H11 7.8523 9.7095 29.5101  0.108
H12 8.9778 9.5335 28.3205  0.110
H13 9.8691 11.6279 28.1965  0.074
H14 8.7734 12.4839 29.4118  0.082
H15 9.9216 11.1907 29.8299  0.072
C7 0.9344 22.9246 15.3289  -0.087
C8 -0.2333 21.9787 15.3905  -0.322
O5 -1.4080 22.6662 15.1211  -0.152
P2 -2.6017 21.9305 14.3135  0.435
O6 -3.7826 22.7745 14.0071  -0.234
O7 -1.8611 21.3714 13.0330  -0.218
C9 -2.3963 20.5030 12.0051  -0.186
C10 -2.8370 21.5698 10.9301  -0.054
O8 -2.9626 20.6869 15.2520  -0.181
C11 -3.7404 20.8146 16.3934  -0.313
C12 -3.0074 20.2327 17.5124  -0.079
H16 0.8846 23.6095 16.1754  0.077
H17 1.8570 22.3796 15.5288  0.078
H18 1.0522 23.5045 14.4136  0.083
H19 0.1240 21.2828 14.6316  0.118
H20 -0.2484 21.6334 16.4243  0.115
H21 -1.5735 19.8422 11.7322  0.112
H22 -3.1107 19.8071 12.4451  0.112
H23 -3.0947 21.1430 9.9608  0.063
H24 -3.6519 22.2685 11.1197  0.075
H25 -1.9197 22.1211 10.7235  0.072
H26 -3.9643 21.8789 16.4666  0.120
H27 -4.6525 20.2278 16.2851  0.127
H28 -3.3848 20.2494 18.5349  0.087
H29 -2.9108 19.1549 17.3820  0.085
H30 -1.9879 20.6180 17.5290  0.068
C13 1.3635 21.6569 5.8779  -0.122
C14 2.3787 22.5751 5.5039  -0.281
O9 2.2528 23.6701 6.4268  -0.199
P3 3.2355 23.8641 7.7678  0.496
O10 4.6485 23.9091 7.3835  -0.221
O11 2.5817 25.2084 8.3792  -0.150
C15 3.3056 25.7059 9.4238  -0.373
C16 2.4554 26.7118 10.0794  -0.070
O12 2.8362 22.6602 8.7405  -0.160
C17 3.7078 22.1524 9.6966  -0.300
C18 3.3679 20.7610 10.3078  -0.059
H31 0.3087 21.8867 6.0285  0.091
H32 1.2306 20.8999 5.1049  0.084
H33 1.5110 21.0798 6.7907  0.077
H34 3.3546 22.1292 5.6958  0.121
H35 2.3210 22.9907 4.4979  0.131
H36 3.4695 24.9281 10.1695  0.105
H37 4.2532 26.1314 9.0935  0.132
H38 2.3301 27.4300 9.2691  0.092
H39 1.5501 26.2832 10.5093  0.090
H40 2.9471 27.1759 10.9344  0.084
H41 4.7354 22.0783 9.3408  0.119
H42 3.7030 22.7911 10.5798  0.101
H43 2.3976 20.6525 10.7925  0.066
H44 3.1627 20.1825 9.4071  0.069
H45 4.1549 20.3528 10.9419  0.079
C19 5.1063 18.0355 17.7338  0.009
N1 4.6590 17.5584 19.0063  -0.456
O13 5.1254 16.5190 19.4827  0.063
O14 3.6679 18.1429 19.3691  0.071
H46 5.6674 17.2302 17.2598  0.097
H47 5.8345 18.8413 17.8256  0.110
H48 4.2154 18.2485 17.1429  0.106
C20 8.1466 25.3027 16.3306  0.032
N2 7.7373 24.2755 17.3703  -0.404
O15 8.1295 23.1271 17.1513  0.046
O16 6.9832 24.6100 18.2986  0.051
H49 8.8709 26.0496 16.6555  0.095
H50 7.3007 25.8965 15.9843  0.091
H51 8.5317 24.8567 15.4136  0.090
C21 6.4786 13.6830 11.9759  0.043
N3 6.0796 12.5127 11.0805  -0.471
O17 6.2463 11.4495 11.5198  0.104
O18 5.5661 12.7862 10.0097  0.054
H52 7.5248 13.9704 11.8713  0.094
H53 6.1791 13.5438 13.0146  0.092
H54 5.9082 14.5421 11.6227  0.084

Atoms 1-2, force components in eV/Å:
C -0.166 1.129 -0.870
C 1.292 -1.639 0.600

---

Question: Which value of E does entry 2 give?
Answer: -91840.210 eV

---

Question: Which of these has the highest M?
Answer: C21H54N3O18P3